{"formula": "C11H12N2PTi", "method": "ωB97M-V/def2-TZVPD", "multiplicity": 2, "total_energy_ev": -46979.8983, "species": ["C", "C", "C", "C", "C", "Ti", "P", "H", "H", "H", "H", "H", "H", "H", "H", "N", "C", "C", "C", "C", "C", "N", "C", "H", "H", "H", "H"], "coordinates": [[0.15, -0.63, -3.26], [-1.09, 0.23, -3.09], [-0.69, 1.52, -2.55], [0.74, 1.48, -2.31], [1.28, 0.14, -2.75], [-0.28, 0.09, -1.30], [0.82, -2.10, -0.59], [-0.12, -1.67, -3.58], [-2.10, -0.02, -3.25], [-1.34, 2.42, -2.44], [2.36, 0.05, -2.50], [1.29, 2.28, -1.88], [1.94, -2.21, 0.25], [1.35, -3.10, -1.43], [0.13, -3.08, 0.13], [2.67, 0.30, 4.37], [1.70, 0.36, 3.74], [0.48, 0.41, 2.95], [-0.78, 0.35, 3.55], [-1.92, 0.34, 2.75], [-1.77, 0.37, 1.37], [-0.54, 0.50, 0.82], [0.58, 0.49, 1.56], [-0.85, 0.31, 4.63], [-2.93, 0.31, 3.16], [-2.61, 0.33, 0.66], [1.54, 0.53, 1.03]]}

{"formula": "C11H12N3O2PRb", "method": "ωB97M-V/def2-TZVPD", "charge": 1, "total_energy_ev": -30088.9294, "species": ["C", "C", "C", "N", "C", "C", "C", "C", "P", "N", "C", "C", "C", "O", "N", "C", "O", "H", "H", "H", "H", "H", "H", "H", "H", "H", "H", "H", "H", "Rb"], "coordinates": [[-0.60, -0.61, 2.54], [-1.58, 0.72, 2.45], [-2.40, 1.09, 3.86], [-1.76, 1.46, 1.31], [-0.59, 1.13, 0.40], [0.87, 1.86, 0.70], [2.13, 1.44, -0.28], [1.89, 0.36, -1.53], [3.41, -0.05, -2.61], [4.12, -1.37, -1.93], [0.44, -0.34, -1.82], [-0.79, 0.05, -0.82], [-2.08, -0.83, -1.32], [-3.26, -1.00, -0.72], [-1.58, -1.48, -2.63], [-0.07, -1.40, -2.97], [0.55, -2.02, -3.97], [0.56, -0.32, 2.53], [-0.77, -1.17, 3.57], [-0.88, -1.35, 1.65], [-2.99, 2.11, 3.77], [-1.57, 1.17, 4.72], [-3.11, 0.19, 4.19], [0.99, 2.63, 1.58], [3.18, 1.96, -0.06], [4.37, 1.06, -2.52], [3.05, -0.32, -3.99], [5.11, -1.11, -1.63], [-1.97, -2.46, -2.61], [-4.67, -1.41, -1.86]]}

{"formula": "C11H12N6", "method": "ωB97M-V/def2-TZVPD", "de_lowest_ev": 0.0000, "species": ["N", "N", "N", "C", "C", "C", "C", "C", "C", "C", "C", "C", "N", "N", "N", "C", "C", "H", "H", "H", "H", "H", "H", "H", "H", "H", "H", "H", "H"], "coordinates": [[2.70, -2.69, -1.80], [-2.05, -2.21, 1.79], [-2.32, 0.11, 1.41], [-2.66, -1.06, 1.94], [2.47, -1.36, -1.95], [1.93, -3.40, -0.93], [-0.96, -2.18, 1.03], [-1.29, 0.09, 0.57], [1.41, -0.67, -1.37], [-0.56, -1.07, 0.35], [0.59, -1.44, -0.49], [0.85, -2.78, -0.23], [-0.14, -3.22, 0.65], [1.06, 3.04, -0.30], [-0.94, 1.27, -0.05], [-0.33, 3.58, -0.15], [-1.19, 2.56, 0.61], [-3.58, -1.00, 2.53], [3.07, -0.84, -2.67], [2.18, -4.43, -0.69], [1.28, 0.35, -1.57], [-0.32, -4.17, 0.96], [1.60, 3.08, 0.58], [1.54, 3.51, -1.07], [-0.06, 1.25, -0.55], [-0.36, 4.54, 0.39], [-0.72, 3.68, -1.16], [-0.97, 2.59, 1.70], [-2.23, 2.88, 0.49]]}

{"formula": "C11H12NO2", "method": "ωB97M-V/def2-TZVPD", "de_lowest_ev": 2.5966, "charge": -1, "species": ["C", "C", "C", "C", "C", "C", "C", "C", "C", "N", "H", "H", "H", "H", "H", "H", "H", "H", "H", "C", "C", "O", "O", "H", "H", "H"], "coordinates": [[-0.65, -0.99, -3.54], [-1.31, -0.08, -1.31], [0.66, -0.06, -0.25], [-0.40, -0.61, -2.14], [0.86, -0.60, -1.53], [1.80, 0.44, 0.59], [3.07, 0.22, 0.05], [2.09, -0.86, -1.97], [3.23, -0.60, -1.20], [-0.70, 0.18, -0.03], [-1.21, 0.51, 0.83], [-2.43, -0.12, -1.49], [1.40, 1.14, 1.42], [-1.07, -0.05, -4.12], [-1.29, -1.78, -3.56], [3.80, 0.97, 0.46], [2.17, -1.53, -2.75], [4.32, -0.94, -1.62], [0.15, -1.45, -4.13], [-2.34, 0.79, 4.40], [-1.82, 1.03, 2.98], [-2.57, 0.67, 2.06], [-0.66, 1.42, 2.81], [-1.35, 0.58, 5.00], [-3.10, 0.01, 4.30], [-2.65, 1.69, 4.73]]}

{"formula": "C11H12NO2", "method": "ωB97M-V/def2-TZVPD", "de_lowest_ev": 2.3022, "charge": -1, "species": ["C", "C", "O", "O", "H", "H", "H", "C", "C", "C", "C", "C", "C", "C", "C", "C", "N", "H", "H", "H", "H", "H", "H", "H", "H", "H"], "coordinates": [[-2.71, 2.58, -0.15], [-2.06, 2.84, 1.31], [-0.83, 2.75, 1.23], [-2.74, 3.23, 2.21], [-3.73, 2.64, 0.05], [-2.26, 1.72, -0.57], [-2.45, 3.44, -0.74], [-1.27, -2.78, -0.34], [-1.04, -0.53, 0.63], [1.21, -0.04, 0.46], [-0.49, -1.61, 0.03], [0.89, -1.24, -0.35], [2.50, 0.57, 0.42], [3.40, -0.12, -0.31], [1.92, -1.90, -1.11], [3.21, -1.22, -1.12], [0.03, 0.42, 0.95], [-0.23, 1.46, 1.08], [-2.04, -0.16, 0.74], [2.66, 1.52, 0.86], [-0.58, -3.39, -1.19], [-2.21, -2.47, -0.83], [4.52, 0.17, -0.24], [1.70, -2.81, -1.68], [4.04, -1.67, -1.87], [-1.45, -3.38, 0.54]]}

{"formula": "C11H12O3", "method": "ωB97M-V/def2-TZVPD", "de_lowest_ev": 3.7579, "species": ["C", "C", "C", "C", "C", "C", "C", "C", "C", "C", "C", "O", "O", "O", "H", "H", "H", "H", "H", "H", "H", "H", "H", "H", "H", "H"], "coordinates": [[3.28, 0.72, 0.04], [3.11, -0.62, -0.28], [2.16, 1.54, 0.40], [1.87, -1.25, -0.29], [0.97, 0.89, 0.30], [0.80, -0.43, 0.01], [-0.98, 2.29, -0.58], [-0.49, 1.29, 0.39], [-0.74, -0.33, 0.13], [-1.47, -1.89, -1.56], [-2.42, -0.40, 1.77], [-1.91, 3.01, -0.35], [-1.45, -0.52, -1.11], [-1.28, -0.96, 1.22], [4.20, 1.14, 0.13], [3.95, -1.25, -0.59], [2.41, 2.59, 0.50], [1.77, -2.16, -0.74], [-0.46, 2.31, -1.60], [-0.90, 1.34, 1.46], [-1.68, -1.84, -2.59], [-2.29, -2.53, -1.13], [-0.42, -2.32, -1.32], [-2.63, 0.46, 1.14], [-2.22, 0.16, 2.73], [-3.18, -1.23, 1.90]]}

{"formula": "C11H13B3F5NO11", "method": "ωB97M-V/def2-TZVPD", "total_energy_ev": -51254.1118, "species": ["C", "C", "C", "F", "B", "O", "B", "O", "B", "N", "C", "O", "F", "C", "O", "F", "O", "H", "H", "H", "H", "H", "H", "H", "C", "C", "O", "C", "O", "O", "F", "H", "H", "H", "C", "C", "O", "C", "O", "O", "F", "H", "H", "H"], "coordinates": [[-2.70, 1.22, 3.43], [-1.33, 1.45, 2.79], [-0.30, 0.38, 3.16], [0.92, 1.00, 3.34], [-0.15, -0.60, 1.93], [-1.21, -1.26, 1.34], [-1.21, -1.00, -0.02], [0.00, -1.13, -0.71], [0.97, -0.45, 0.01], [1.77, 0.58, -0.70], [3.14, 0.21, -0.85], [3.56, -0.35, -1.84], [3.92, 0.47, 0.17], [1.55, 1.89, -0.21], [0.61, 2.55, -0.57], [2.41, 2.33, 0.67], [1.10, -0.75, 1.33], [-3.38, 0.78, 2.73], [-3.10, 2.15, 3.79], [-2.63, 0.53, 4.26], [-0.92, 2.38, 3.15], [-1.42, 1.56, 1.72], [-0.58, -0.12, 4.07], [-2.16, -0.62, -0.61], [2.64, -3.74, -1.05], [1.87, -4.95, -0.57], [2.70, -5.44, 0.47], [3.39, -4.37, 0.98], [3.98, -4.38, 2.00], [3.30, -3.31, 0.14], [1.75, -5.89, -1.54], [3.38, -4.00, -1.81], [1.99, -2.95, -1.44], [0.88, -4.72, -0.17], [-2.56, 2.37, -3.65], [-2.41, 3.86, -3.45], [-2.71, 4.01, -2.07], [-2.38, 2.84, -1.45], [-2.26, 2.70, -0.29], [-2.19, 1.86, -2.37], [-3.31, 4.57, -4.18], [-3.59, 2.10, -3.88], [-1.90, 1.98, -4.43], [-1.41, 4.25, -3.64]]}

{"formula": "C11H13BrO3RuS", "method": "ωB97M-V/def2-TZVPD", "charge": -1, "multiplicity": 6, "total_energy_ev": -101218.1540, "species": ["C", "C", "C", "H", "C", "C", "H", "H", "H", "H", "Ru", "Br", "C", "C", "C", "H", "C", "C", "H", "H", "H", "H", "C", "S", "O", "O", "O", "H", "H", "H"], "coordinates": [[-2.29, 1.18, 0.36], [-1.72, 0.69, 1.57], [-0.38, 1.27, 1.68], [-2.24, 0.16, 2.38], [-0.10, 1.87, 0.38], [-1.33, 1.91, -0.34], [-1.48, 2.48, -1.26], [-3.35, 1.08, 0.09], [0.17, 1.45, 2.60], [0.82, 2.40, 0.12], [-0.03, -0.43, 0.64], [-0.14, -2.10, 2.27], [-0.05, -1.53, -1.76], [-0.56, -0.58, -2.68], [-1.98, -0.49, -2.52], [0.02, -0.07, -3.44], [-2.37, -1.39, -1.52], [-1.19, -2.02, -0.96], [-1.14, -2.92, -0.33], [0.93, -2.01, -1.78], [-2.65, 0.15, -3.10], [-3.40, -1.61, -1.23], [3.14, -0.17, 2.00], [3.05, 0.30, 0.27], [2.89, 1.74, 0.26], [4.16, -0.27, -0.46], [1.72, -0.37, -0.28], [4.09, 0.23, 2.37], [3.11, -1.26, 2.14], [2.31, 0.31, 2.53]]}